Entry 1:
Entry from the OMol25 dataset: a 2-piece molecular cluster, C14H24ClO6P overall in a non-equilibrium geometry (the ωB97M-V functional and the def2-TZVPD basis).

Geometry as XYZ:
```
46
Properties=species:S:1:pos:R:3:forces:R:3:mulliken_charge:R:1
C -1.191357 0.276157 2.962328 -0.216 -0.111 0.206 -0.79
C -2.379855 0.518981 2.360649 0.222 -0.219 0.435 -1.02
C -2.982233 -0.313865 1.291189 -1.441 0.113 0.688 1.34
P -2.177088 0.093264 -0.387667 0.389 -0.989 -0.897 0.47
C -3.227263 1.367239 -1.198148 0.015 0.225 0.723 -1.27
C -0.570246 0.927856 -0.131165 -0.322 0.487 0.231 -1.34
O -4.380532 0.101410 1.078215 0.208 -0.146 -0.344 -0.43
C -4.957114 -0.921955 0.385759 -0.001 -0.156 0.207 0.51
O -5.752801 -0.809434 -0.485188 -0.370 0.084 0.151 -0.52
O -4.467612 -2.102119 0.839585 0.693 0.142 -0.933 -0.38
C -3.284602 -1.794889 1.591811 0.010 -0.003 1.830 -0.06
C -2.218510 -2.870814 1.678114 0.195 0.125 -0.608 -0.71
C -1.313628 -3.181470 0.476272 -0.202 -0.440 -0.013 -0.78
C -2.006664 -3.287137 -0.878432 0.185 0.103 -0.237 -0.23
Cl -0.828016 -2.918429 -2.189070 -0.013 -0.124 0.001 -0.22
H -0.974625 -0.649752 3.487250 0.622 -0.663 -1.393 0.29
H -0.406223 1.026163 2.984641 -0.597 0.613 1.382 0.29
H -2.964009 1.390864 2.652346 0.660 0.934 -1.388 0.38
H -2.565875 2.068028 -1.705592 -0.015 -0.090 -0.175 0.46
H -3.843526 1.929202 -0.498669 -0.008 0.035 -0.015 0.33
H -3.878207 0.855615 -1.900803 -0.020 0.109 -0.093 0.30
H 0.202447 0.212778 0.137258 0.021 0.019 0.070 0.30
H -0.312809 1.376890 -1.092050 0.052 -0.212 -0.097 0.47
H -0.617073 1.746702 0.587380 0.131 -0.073 0.104 0.42
H -3.649873 -1.739207 2.627198 0.022 0.038 0.012 0.34
H -2.690935 -3.780744 2.051092 -0.155 0.017 -0.108 0.42
H -1.570884 -2.522728 2.484437 0.016 -0.130 0.059 0.25
H -0.479338 -2.483593 0.420622 -0.161 0.217 -0.061 0.28
H -0.866863 -4.160489 0.666868 0.210 0.101 0.072 0.43
H -2.360931 -4.291852 -1.090887 -0.101 -0.005 0.120 0.44
H -2.814383 -2.578387 -1.014974 0.001 0.008 0.065 0.05
C 5.654104 0.797987 -3.182961 0.068 -0.040 0.216 -1.09
C 4.355654 1.545773 -2.975400 0.065 0.012 -0.341 -0.22
O 3.843358 1.364982 -1.644160 -0.055 0.034 0.016 -0.31
C 4.423466 2.107310 -0.703500 -0.003 -0.077 -0.027 0.75
O 5.301521 2.913005 -0.869987 0.004 0.018 0.008 -0.56
O 3.859713 1.802464 0.467017 -0.024 0.008 0.036 -0.29
C 4.428794 2.479631 1.591002 -0.045 0.029 0.130 -0.65
H 5.531260 -0.254354 -2.924641 -0.036 -0.016 -0.085 0.29
H 5.967402 0.871312 -4.224263 -0.023 -0.002 -0.011 0.36
H 6.443521 1.208457 -2.554686 -0.003 0.058 -0.037 0.31
H 3.580387 1.154510 -3.631345 -0.075 -0.045 0.118 0.30
H 4.467956 2.608847 -3.186053 0.042 0.020 0.125 0.32
H 4.453108 3.554414 1.426468 0.054 -0.006 -0.047 0.31
H 5.434072 2.109571 1.785638 0.032 0.058 -0.048 0.29
H 3.786311 2.251806 2.436500 -0.033 -0.057 -0.043 0.20
```
Forces are in eV/Å.

Results
spin multiplicity	1
max |F|	1.83	eV Å⁻¹
structure (SMILES)	C=C[C@]1(P(C)C)OC(=O)O[C@H]1CCCCl.CCOC(=O)OC
energy above the lowest of the compared OMol25 structures with the same formula, charge and spin	0.0	kJ/mol
E_LUMO	0.00	eV
DFT total energy	-49001.136	eV
HOMO	-8.2552	eV
Kohn-Sham gap	8.26	eV

=====

Entry 2:
Entry from the OMol25 dataset: a 2-piece molecular cluster, C14H24FNO8 overall in a non-equilibrium geometry (the ωB97M-V functional and the def2-TZVPD basis).

Geometry as XYZ:
```
48
Properties=species:S:1:pos:R:3:forces:R:3:mulliken_charge:R:1
C 3.873052 -3.857424 -1.032883 -0.367 1.026 -0.003 -0.83
C 3.130557 -3.172209 -2.362448 2.159 -2.784 -4.543 0.52
O 3.630281 -3.593806 -3.554168 -3.439 3.010 7.017 -0.56
N 1.996071 -2.139000 -2.247396 3.829 -0.924 -0.148 0.02
C 2.208879 -1.446469 -0.921212 0.246 0.655 1.751 -0.41
C 2.193112 -1.227995 -3.436509 -0.056 1.252 -2.011 -0.59
C 1.210196 0.096215 -3.464317 0.725 -0.270 -0.348 -0.05
C -0.301031 -0.162942 -2.884563 -0.337 0.432 -0.437 -0.67
C -0.750398 0.817715 -1.650076 -2.393 -1.743 -0.010 -0.27
O -0.142541 2.162113 -1.671222 2.344 0.262 4.051 -0.32
C 0.296335 2.585301 -0.327856 -3.291 -0.665 5.545 0.55
O -0.442578 2.409161 0.802982 5.156 1.121 -8.249 -0.46
O 1.597742 3.290428 -0.111497 -2.252 -3.018 -1.993 -0.29
C 2.684894 2.629035 -0.850167 1.348 0.921 -1.255 0.48
C 4.142759 2.980663 -0.109875 3.117 -4.341 4.497 0.31
O 4.730742 2.035334 0.647564 -3.951 7.277 -5.660 -0.44
F 4.773645 4.337354 -0.250440 -2.274 -4.316 0.223 -0.24
H 4.464989 -4.837010 -1.335787 -1.558 2.265 0.412 0.30
H 4.654753 -3.036911 -0.672770 -1.622 -1.811 -0.673 0.24
H 3.112668 -4.044607 -0.141039 1.682 0.309 -2.005 0.27
H 1.893563 -2.172989 -0.027854 0.793 1.621 -2.104 0.20
H 3.343396 -1.110908 -0.765213 -2.346 -0.695 -0.268 0.31
H 1.571259 -0.470170 -0.762251 1.004 -2.076 -0.752 -0.17
H 2.009377 -1.775770 -4.481451 0.409 0.705 2.778 0.30
H 3.315673 -0.848840 -3.488217 -2.210 -0.711 0.152 0.31
H 1.143549 0.418980 -4.611724 0.126 -0.690 2.616 0.41
H 1.803570 0.960690 -2.929745 -1.615 -1.607 -0.882 -0.17
H -1.053455 0.019807 -3.769458 1.509 -0.339 1.761 0.37
H -0.492568 -1.283020 -2.522855 0.687 2.484 -0.732 0.28
H -0.616397 0.236586 -0.639276 0.047 1.612 -1.811 0.21
H -1.925517 0.990804 -1.769354 2.591 -0.351 0.380 0.29
H 2.609814 1.461771 -0.900529 0.219 2.354 0.469 -0.26
H 2.716363 3.068366 -1.938140 0.059 -0.886 2.057 0.30
C -2.801585 1.532199 2.150218 -0.084 -0.010 0.269 -0.86
C -4.317922 1.461218 2.179800 0.464 0.546 -0.164 -0.34
O -4.753557 0.180616 2.653090 -0.389 -0.355 1.139 -0.34
C -4.744770 0.018485 4.000340 0.361 0.461 0.076 0.76
O -4.409758 0.856801 4.822041 -0.551 -1.192 -1.086 -0.56
O -5.152124 -1.245487 4.274954 0.183 0.925 -0.344 -0.33
C -5.127477 -1.571442 5.662507 -0.044 -0.186 0.526 -0.62
H -2.387350 0.694290 1.580272 -0.113 0.197 -0.078 0.23
H -2.466281 2.469746 1.697841 -0.159 -0.269 0.108 0.35
H -2.383630 1.467274 3.159616 -0.126 0.104 -0.099 0.31
H -4.707729 1.573498 1.163204 -0.105 -0.319 0.201 0.32
H -4.748593 2.270023 2.780932 0.078 -0.287 0.072 0.32
H -5.682729 -0.835995 6.253583 0.247 -0.043 -0.142 0.29
H -4.092524 -1.645379 6.010417 -0.181 0.163 0.023 0.29
H -5.606726 -2.546101 5.790931 0.080 0.187 -0.330 0.22
```
Forces are in eV/Å.

Results
spin multiplicity	1
max |F|	10.03	eV Å⁻¹
structure (SMILES)	CC(=O)N(C)CCCCOC(=O)OCC(=O)F.CCOC(=O)OC
E_LUMO	-0.78	eV
DFT total energy	-35486.385	eV
HOMO	-9.9554	eV
Kohn-Sham gap	9.18	eV